{"formula": "C11H10", "method": "ωB97M-V/def2-TZVPD", "symbols": ["C", "C", "C", "C", "C", "C", "C", "C", "C", "C", "C", "H", "H", "H", "H", "H", "H", "H", "H", "H", "H"], "coordinates": [[2.503851, 2.551367, 0.068249], [2.001140, 1.461149, 0.040021], [1.350577, 0.203732, 0.005926], [2.032486, -0.943052, -0.022151], [1.412022, -2.297461, -0.061764], [-0.133288, 0.285930, 0.005993], [-0.827076, 0.431033, -1.188565], [-2.207631, 0.522504, -1.184790], [-2.904039, 0.475931, 0.011069], [-2.216114, 0.339256, 1.205033], [-0.835877, 0.245344, 1.203843], [2.969237, 3.490884, 0.098551], [3.114777, -0.915196, -0.017729], [1.699141, -2.866950, 0.823052], [0.327040, -2.234076, -0.102380], [1.769115, -2.846383, -0.933199], [-0.280501, 0.469253, -2.120309], [-2.741474, 0.631877, -2.117641], [-3.981902, 0.547947, 0.012667], [-2.756052, 0.306961, 2.140228], [-0.295435, 0.139951, 2.133900]], "forces_ev_per_a": [[-0.204, -0.559, -0.004], [0.495, 0.661, 0.006], [0.002, -0.399, -0.016], [-0.100, -0.088, 0.000], [-0.047, 0.072, 0.010], [-0.201, -0.117, 0.012], [0.042, -0.018, 0.022], [-0.068, 0.010, -0.070], [-0.099, 0.010, 0.008], [-0.082, -0.003, 0.062], [0.054, -0.013, -0.035], [0.224, 0.528, 0.009], [0.069, 0.157, 0.008], [-0.002, -0.084, 0.019], [-0.028, -0.079, -0.002], [-0.003, -0.088, -0.032], [0.052, 0.009, -0.060], [-0.039, 0.004, -0.068], [-0.075, 0.008, 0.001], [-0.042, -0.008, 0.066], [0.052, -0.004, 0.064]], "spin_multiplicity": 1, "smiles": "C#C/C(=C/C)c1ccccc1", "homo_lumo_gap_ev": 9.8128, "de_lowest_ev": 2.509}

{"formula": "C5H12BO2P", "method": "ωB97M-V/def2-TZVPD", "symbols": ["C", "C", "C", "B", "O", "C", "C", "P", "O", "H", "H", "H", "H", "H", "H", "H", "H", "H", "H", "H", "H"], "coordinates": [[-2.837248, 0.346009, -0.486185], [-1.546195, -0.044407, 0.370685], [-1.321428, -1.502772, 0.284499], [-0.165777, 0.646429, -0.168813], [0.441001, 0.581857, -1.298471], [1.778280, 0.916714, -1.270334], [2.188768, 0.891025, 0.250170], [2.908080, -0.748892, 0.788490], [1.050830, 1.176396, 0.951136], [-2.442120, 0.556289, -1.537690], [-3.392188, 1.114256, 0.078453], [-3.448899, -0.630235, -0.387190], [-1.604225, 0.398559, 1.406761], [-1.095416, -1.861346, -0.766299], [-0.401341, -1.889596, 0.873706], [-2.250281, -1.972987, 0.711869], [1.757464, 1.920692, -1.713988], [2.201929, 0.133794, -1.850095], [3.007484, 1.747821, 0.432566], [1.679101, -1.332683, 1.265450], [3.492182, -0.446931, 2.065288]], "forces_ev_per_a": [[1.117, -1.915, 0.893], [1.036, 3.744, -0.547], [1.135, -2.580, 0.796], [0.526, 0.142, 5.109], [-1.952, -0.807, -1.538], [0.935, 0.858, 0.729], [2.052, 1.852, -0.303], [0.398, -0.647, -0.155], [-4.040, -0.717, -1.971], [-1.405, -0.087, 1.332], [0.267, 0.073, -1.004], [0.543, 1.718, -0.863], [-0.289, -1.036, -0.751], [-0.724, 0.466, 1.012], [-1.560, 0.716, -0.628], [1.030, -0.176, -0.596], [1.100, -0.218, 0.032], [1.311, -0.084, -0.689], [-1.473, -1.856, -0.439], [0.576, 0.385, -0.036], [-0.581, 0.167, -0.385]], "spin_multiplicity": 1, "smiles": "CC(C)B1OC[C@H](P)O1", "homo_lumo_gap_ev": 9.2453, "de_lowest_ev": 1.259}

{"formula": "CH3F2PS", "method": "ωB97M-V/def2-TZVPD", "symbols": ["C", "F", "F", "P", "S", "H", "H", "H"], "coordinates": [[-0.745955, -0.505890, 0.474474], [1.505632, 0.905060, 0.530643], [-1.294119, -1.702100, 0.294587], [0.794780, -0.296584, -0.268778], [-1.806989, 0.802848, -0.205372], [1.669899, -1.353132, 0.028490], [1.283630, 0.327133, -1.382369], [-1.406881, 1.822664, 0.528327]], "forces_ev_per_a": [[1.142, 2.027, -1.321], [-0.537, -0.367, 0.380], [-1.013, -1.638, 0.397], [0.951, 0.320, 1.975], [-0.354, -0.427, -0.367], [-0.199, -0.113, -0.175], [-0.122, -0.019, -1.571], [0.133, 0.216, 0.682]], "spin_multiplicity": 1, "homo_lumo_gap_ev": 8.3526, "de_lowest_ev": 4.109}

{"formula": "C37H43N3O3", "method": "ωB97M-V/def2-TZVPD", "symbols": ["C", "N", "C", "O", "C", "C", "C", "C", "C", "C", "C", "C", "N", "C", "C", "C", "C", "C", "C", "C", "C", "C", "C", "C", "C", "C", "C", "H", "H", "H", "H", "H", "H", "H", "H", "H", "H", "H", "H", "H", "H", "H", "H", "H", "H", "H", "H", "H", "H", "H", "H", "H", "H", "H", "C", "C", "N", "C", "C", "C", "C", "C", "C", "C", "C", "C", "C", "C", "O", "O", "H", "H", "H", "H", "H", "H", "H", "H", "H", "H", "H", "H", "H", "H", "H", "H"], "coordinates": [[3.315074, 2.690047, 1.540698], [2.602916, 1.772232, 0.671699], [3.266911, 1.091597, -0.322559], [4.441470, 1.193973, -0.603786], [2.266023, 0.151665, -0.966962], [2.741193, -1.296878, -0.831579], [2.889411, -1.718724, 0.596177], [4.073897, -1.490008, 1.280147], [4.185390, -1.794128, 2.620551], [3.104659, -2.325973, 3.293537], [1.919723, -2.563054, 2.627736], [1.816454, -2.259879, 1.286499], [0.958046, 0.387792, -0.284764], [-0.210688, -0.201118, -0.666365], [-1.408959, 0.007256, -0.020163], [-2.615883, -0.540523, -0.403789], [-3.842145, -0.313972, 0.280872], [-5.044451, -0.847166, -0.220835], [-6.234158, -0.608725, 0.421807], [-6.265776, 0.153189, 1.576546], [-5.096288, 0.673899, 2.097933], [-3.901791, 0.450923, 1.463242], [1.162800, 1.421806, 0.790786], [0.847358, 0.897071, 2.210679], [0.379610, 2.124576, 3.025282], [0.061393, 3.259216, 2.011095], [0.295336, 2.687645, 0.595786], [4.359168, 2.725480, 1.243913], [2.901605, 3.692705, 1.462800], [3.264991, 2.356173, 2.574678], [2.153380, 0.430033, -2.023902], [2.043532, -1.971234, -1.334810], [3.705498, -1.417249, -1.336474], [4.901431, -1.039310, 0.760406], [5.113241, -1.611297, 3.140803], [3.182743, -2.546792, 4.344561], [1.073385, -2.976006, 3.155079], [0.885529, -2.417218, 0.771409], [-0.188278, -0.852288, -1.521959], [-1.397519, 0.655696, 0.833537], [-2.634718, -1.164788, -1.279884], [-5.024188, -1.429940, -1.126351], [-7.149611, -1.005900, 0.019247], [-7.202236, 0.354719, 2.065729], [-5.117105, 1.256718, 3.003497], [-3.005154, 0.871884, 1.880105], [0.074914, 0.122881, 2.167301], [1.741382, 0.426855, 2.632595], [-0.493082, 1.882795, 3.643798], [1.163863, 2.445009, 3.722174], [-0.962909, 3.632588, 2.131115], [0.718175, 4.120246, 2.186131], [0.818871, 3.391185, -0.059744], [-0.648063, 2.438205, 0.100415], [-1.516368, -3.614034, 6.529730], [-2.349011, -3.290975, 7.751398], [-2.519916, -1.837221, 7.926528], [-1.554794, -1.155845, 8.792713], [-2.002533, -1.142750, 10.238564], [-3.509513, -1.092754, 7.261896], [-4.440257, -1.787988, 6.446754], [-5.498145, -1.220207, 5.709744], [-6.401633, -2.135022, 4.954757], [-6.190304, -3.508939, 4.872332], [-7.040117, -4.310176, 4.146267], [-8.116983, -3.757516, 3.485619], [-8.347556, -2.399687, 3.562362], [-7.497701, -1.600321, 4.293553], [-5.707863, -0.009589, 5.657465], [-3.535920, 0.127403, 7.414155], [-1.392645, -4.689649, 6.396702], [-1.969964, -3.212865, 5.622112], [-0.522970, -3.169908, 6.610094], [-3.332519, -3.768675, 7.718495], [-1.880837, -3.686173, 8.659895], [-0.588505, -1.661983, 8.687513], [-1.409253, -0.138028, 8.412267], [-1.246594, -0.711959, 10.898284], [-2.920725, -0.564750, 10.355705], [-2.208942, -2.154337, 10.592705], [-4.327382, -2.848095, 6.388856], [-5.354936, -3.963092, 5.371396], [-6.852671, -5.370447, 4.099117], [-8.775266, -4.388642, 2.912841], [-9.188477, -1.963205, 3.048959], [-7.667919, -0.540692, 4.362100]], "forces_ev_per_a": [[-0.385, 0.015, 0.151], [0.010, -1.105, -1.259], [-0.675, 0.684, 1.051], [-0.429, -0.188, -0.136], [-0.513, -0.457, -0.816], [0.147, -0.445, -0.263], [-0.101, 0.130, 0.217], [0.116, 0.147, -0.172], [0.138, 0.047, 0.088], [-0.002, -0.064, 0.372], [-0.223, -0.131, 0.120], [0.018, 0.051, -0.097], [-0.239, -0.266, -0.664], [2.491, 1.422, 0.879], [-0.949, 0.098, 0.379], [0.651, 0.373, 0.317], [-0.327, 0.043, 0.177], [0.391, 0.043, -0.044], [-0.228, -0.100, -0.177], [-0.115, -0.025, -0.075], [0.246, 0.303, 0.338], [0.056, -0.122, -0.240], [-0.060, 0.229, 0.460], [0.035, 0.106, 0.061], [-0.045, 0.015, 0.100], [-0.010, 0.117, 0.065], [-0.004, 0.051, 0.000], [-0.047, -0.162, -0.189], [-0.040, 0.108, 0.041], [-0.032, -0.003, 0.115], [0.125, -0.121, 0.153], [-0.059, 0.110, -0.080], [-0.172, 0.292, -0.082], [0.244, 0.046, -0.150], [0.088, 0.023, 0.044], [0.010, -0.085, 0.190], [-0.087, -0.047, 0.070], [-0.299, -0.178, -0.146], [0.382, -0.208, -0.274], [-0.058, 0.037, 0.161], [-0.070, -0.273, -0.315], [0.009, -0.158, -0.187], [-0.157, -0.121, -0.056], [-0.153, -0.040, 0.137], [-0.060, -0.024, 0.256], [0.146, 0.077, 0.189], [0.157, 0.131, 0.024], [-0.171, -0.020, -0.078], [0.206, 0.010, -0.160], [-0.195, -0.078, -0.173], [0.228, -0.128, -0.075], [-0.153, -0.206, -0.044], [-0.097, -0.121, 0.061], [0.160, 0.027, 0.120], [0.184, -0.186, -0.318], [-0.355, 0.933, 0.459], [0.353, -0.696, 0.143], [-0.268, -0.030, -0.740], [-0.108, 0.070, 0.346], [-0.120, 0.582, -0.033], [-0.291, -1.109, -0.497], [1.542, 0.134, 1.151], [-0.144, -0.541, -0.202], [-0.001, 0.168, -0.009], [0.054, -0.219, -0.029], [-0.314, -0.237, -0.286], [-0.110, -0.055, -0.141], [0.136, 0.179, 0.054], [-0.892, 1.266, -0.753], [0.550, 0.470, 0.438], [0.022, -0.113, 0.019], [-0.155, 0.033, 0.078], [0.068, 0.021, 0.096], [0.155, 0.033, -0.111], [0.110, 0.073, -0.088], [-0.016, -0.095, 0.074], [-0.210, -0.165, 0.130], [0.074, 0.041, -0.015], [0.037, 0.007, -0.129], [0.026, -0.069, -0.017], [-0.004, -0.292, 0.011], [0.146, -0.064, 0.097], [-0.024, -0.221, -0.052], [-0.180, -0.135, -0.124], [-0.230, 0.070, -0.094], [0.062, 0.291, 0.161]], "spin_multiplicity": 1, "homo_lumo_gap_ev": 2.4765, "de_lowest_ev": 1.132}

{"formula": "C2F2FeO3S", "method": "ωB97M-V/def2-TZVPD", "symbols": ["Fe", "S", "O", "C", "F", "F", "O", "C", "O"], "coordinates": [[0.537858, -1.013200, -1.344693], [-1.448382, 0.703625, -0.446790], [-0.113132, 0.848284, -1.421625], [-1.227906, -1.052295, -0.017300], [-1.150988, -1.199766, 1.377589], [-2.402611, -1.767037, -0.302823], [1.688759, 0.024911, 0.735157], [1.914290, 1.167539, 0.685032], [2.202112, 2.287940, 0.735453]], "forces_ev_per_a": [[0.487, -1.136, 0.017], [1.843, 0.968, -1.585], [-3.040, 0.043, 2.067], [-0.574, -1.324, 0.860], [0.241, 0.562, -1.154], [0.972, 0.877, -0.227], [-0.193, 0.082, -0.371], [0.633, 0.409, 0.752], [-0.369, -0.481, -0.358]], "spin_multiplicity": 7, "homo_lumo_gap_ev": [6.4760, 7.0169], "de_lowest_ev": 0.000, "s_squared": 12.013}

{"formula": "C3H8N3O2", "method": "ωB97M-V/def2-TZVPD", "symbols": ["C", "C", "C", "N", "N", "N", "O", "O", "H", "H", "H", "H", "H", "H", "H", "H"], "coordinates": [[3.230415, -0.124796, 0.059535], [-1.603036, 0.303205, 0.008435], [-2.661487, 1.283304, -0.153431], [2.246946, 0.187174, 0.495466], [4.351241, -0.530593, -0.337021], [-0.912715, -1.902100, 0.048141], [-0.481783, 0.626025, 0.320224], [-2.006820, -0.969926, -0.184442], [1.241471, 0.609415, 0.604655], [-2.550838, 1.830978, -1.109039], [-2.544242, 2.103642, 0.602708], [-3.658337, 0.928317, -0.229957], [4.935947, -1.111043, 0.215317], [4.734776, 0.048282, -0.969361], [-0.729292, -2.410141, -0.753875], [-1.334039, -2.528962, 0.848229]], "forces_ev_per_a": [[0.382, -0.730, 0.638], [0.477, -0.647, 0.321], [-0.390, 2.591, -0.472], [-4.841, 2.354, 0.989], [0.193, -2.037, 0.838], [-1.666, 0.390, 4.845], [0.929, 0.100, 0.074], [1.027, -0.316, -0.314], [0.894, -1.318, -0.193], [0.428, -0.366, 0.230], [-0.220, -1.000, -0.461], [-0.793, -0.669, 0.455], [0.442, -0.613, 0.518], [2.276, 2.128, -2.939], [-0.334, -1.212, -2.133], [1.195, 1.343, -2.399]], "spin_multiplicity": 1, "total_charge": 1, "homo_lumo_gap_ev": 10.3349, "de_lowest_ev": 2.806}